A 2-piece molecular cluster, C18H38BNO9P overall, computed with wB97M-V/def2-TZVPD.

For the strongest force on any atom, the calculation gives 0.0186 hartree/bohr. The HOMO energy comes out at -12.28 eV. Its molar mass is 454.3 g mol⁻¹. The orbital gap is 9.705 eV. As for the charge: +1.

Atoms and positions in Å:
C 4.351146 -2.843805 1.324291
C 5.385516 -1.825654 0.888174
O 4.830811 -0.560232 0.457722
C 3.756993 -0.645647 -0.347968
O 3.667971 -1.429590 -1.247831
C 2.690248 0.374508 -0.045454
C 2.391598 0.569123 1.446711
C 2.101061 2.030896 1.794566
N 0.931317 2.240630 2.731244
C -0.407043 2.097156 2.037089
C -1.017180 0.706210 2.136618
C -1.877043 0.364823 0.897532
P -1.352775 -1.262842 0.293644
O 0.052933 -1.522730 0.675428
O -2.397906 -2.266993 0.929195
C -1.955394 -3.198655 1.952883
C -3.180823 -3.671921 2.718678
O -1.623868 -1.391016 -1.253222
C -1.932794 -0.248814 -2.083497
C -0.715625 0.610464 -2.352044
C 1.057922 1.476634 4.005860
B 0.086635 2.054564 5.129160
O -0.142974 3.394578 5.091920
O -0.479210 1.268627 6.078332
H 4.829241 -3.539538 2.011480
H 3.951617 -3.404556 0.485984
H 3.529069 -2.380270 1.870578
H 6.057328 -1.591349 1.708030
H 5.989088 -2.223538 0.074440
H 2.984362 1.319099 -0.508507
H 1.805185 0.030396 -0.573965
H 3.264855 0.246648 2.007318
H 1.574822 -0.100326 1.702806
H 1.937140 2.657615 0.922882
H 2.953712 2.441561 2.333728
H 0.990229 3.218947 3.016045
H -1.074262 2.825964 2.492634
H -0.258739 2.414314 1.008496
H -0.270957 -0.063029 2.284754
H -1.673832 0.683723 3.007408
H -2.929327 0.321657 1.169136
H -1.785975 1.143842 0.146039
H -1.480885 -4.034725 1.448940
H -1.255284 -2.718504 2.630162
H -3.643644 -4.526599 2.236090
H -3.903284 -2.861380 2.782733
H -2.890494 -3.940771 3.731993
H -2.774301 0.327322 -1.704814
H -2.259122 -0.651493 -3.034388
H -0.089886 0.147186 -3.109024
H -0.130079 0.777281 -1.448920
H -1.058231 1.568657 -2.740764
H 2.074787 1.660908 4.363773
H 0.984082 0.408243 3.848433
H -0.917232 3.650130 5.608597
H -0.379063 0.324862 5.925642
O -3.733115 1.259845 -4.391376
C -3.044848 1.013108 -5.338841
O -1.976571 0.185251 -5.241307
C -1.258366 0.146238 -6.492607
C -2.274070 0.578246 -7.544054
C -3.154804 1.546040 -6.752104
H -0.412642 0.833179 -6.423146
H -0.884061 -0.862138 -6.645982
H -1.812013 1.012898 -8.426945
H -2.865505 -0.280797 -7.861144
H -2.764875 2.564941 -6.764791
H -4.191565 1.550594 -7.074472

Forces on atoms 1 to 2 (eV/Å):
C 0.045 -0.007 0.115
C 0.453 -0.246 -0.473

***

An isolated molecule of C4H13NSSi, computed with wB97M-V/def2-TZVPD.

For the strongest force on any atom, the calculation gives 0.0720 hartree/bohr. The HOMO energy comes out at -8.59 eV. Its molar mass is 135.3 g mol⁻¹. The orbital gap is 9.424 eV. The relative energy (zero: lowest compared OMol25 entry of this formula, charge and spin) comes out at 42.6 kcal/mol. The SMILES is CSN[Si](C)(C)C.

Atoms and positions in Å:
C -1.882879 2.122046 -1.665598
S -0.591942 2.226399 -0.447854
N 0.243103 0.666615 -0.968878
Si 0.464279 -0.402071 0.451980
C 1.609485 -0.026405 1.917814
C -1.358791 -0.756521 0.879408
C 1.482179 -1.787195 -0.645048
H -1.531154 2.451130 -2.679727
H -2.811623 2.700180 -1.310210
H -2.009360 0.941318 -1.670877
H 1.066276 1.013210 -1.415609
H 2.699590 0.227394 1.881383
H 1.091210 0.681621 2.579002
H 1.837414 -0.916510 2.554335
H -1.926089 -1.216502 0.064155
H -1.425095 -1.601799 1.622382
H -1.882682 0.056513 1.240142
H 2.107666 -1.324564 -1.452697
H 2.040136 -2.397805 0.040472
H 0.778279 -2.657054 -0.974576

Forces on atoms 1 to 2 (eV/Å):
C -1.128 -1.635 -0.385
S 1.172 -1.144 -0.318

***

C38H47Cl5N2OSi2TaTe as an isolated structure, computed with wB97M-V/def2-TZVPD.

For the strongest force on any atom, the calculation gives 0.0226 hartree/bohr. The HOMO energy (spin up / spin down) comes out at -13.42 / -13.91 eV. Its molar mass is 1089.8 g mol⁻¹. The orbital gap (spin up / spin down) is 6.909 / 7.546 eV. As for the charge: +2. The spin multiplicity is 2.

Atoms and positions in Å:
Ta -0.106996 -1.497804 -0.146147
C -2.059226 0.485714 2.849824
Si -2.339766 -1.369433 2.750480
C -2.551166 -1.940793 4.515694
C -3.981328 -1.649912 1.865921
C -0.913641 -2.290215 1.837587
C -1.338302 -3.477562 1.036265
C -2.230024 -4.507934 1.351820
C -2.366296 -5.570961 0.485513
C -1.652493 -5.609615 -0.719557
C -0.837748 -4.555352 -1.028033
N -0.694111 -3.530767 -0.162097
Si 0.458792 -3.057102 2.972163
C -0.213487 -4.356338 4.131090
C 1.330004 -1.743276 3.965520
C 1.629893 -3.996026 1.835964
H -3.033987 0.970900 2.932001
H -1.547951 0.918539 1.989944
H -1.491594 0.752041 3.743146
H -3.309167 -1.306707 4.981317
H -1.639994 -1.842865 5.105391
H -2.899565 -2.971403 4.592893
H -4.749066 -1.819144 2.623586
H -4.021230 -2.505090 1.193099
H -4.285243 -0.764846 1.302943
H -2.773178 -4.471783 2.285315
H -3.027653 -6.388656 0.739606
H -1.744128 -6.443485 -1.398723
H -0.276765 -4.498205 -1.951670
H -0.768477 -3.952062 4.973759
H 0.647488 -4.894418 4.536994
H -0.834510 -5.098361 3.628803
H 0.662673 -1.268858 4.686748
H 1.771651 -0.969801 3.341368
H 2.137280 -2.210902 4.532330
H 1.233748 -4.995838 1.640297
H 2.593948 -4.120511 2.332397
H 1.835365 -3.533185 0.868048
Cl 0.118198 -1.347973 -3.082091
C 1.752678 -1.297052 -2.455190
C 1.861344 -1.328516 -1.068517
C 3.161977 -1.307239 -0.555574
Cl 3.401687 -1.301333 1.150796
C 4.279975 -1.245301 -1.386379
Cl 5.854520 -1.214436 -0.725504
C 4.105542 -1.191158 -2.776614
Cl 5.459178 -1.088788 -3.803590
C 2.822610 -1.216371 -3.328215
Cl 2.571535 -1.146141 -5.017846
C -3.003313 -1.607613 -1.468972
C -2.367913 -0.245751 -1.478875
O -2.758817 0.610487 -2.248871
N -1.309926 0.056342 -0.600843
Te -1.244992 2.158748 -0.851456
C 0.109587 3.078068 0.503338
C 0.925466 2.534092 1.485899
C 1.168634 1.072384 1.683253
C 1.607584 3.403213 2.333750
C 1.498206 4.779445 2.221882
C 2.237599 5.703632 3.143083
C 0.675310 5.289350 1.221327
C -0.034305 4.471529 0.358183
C -0.913543 5.118406 -0.686166
C -0.179962 2.293605 -2.660206
C -0.935040 2.655776 -3.787698
C -2.363369 3.132693 -3.777676
C -0.293676 2.646357 -5.022974
C 1.046763 2.327230 -5.160846
C 1.717241 2.341004 -6.501669
C 1.775336 2.037241 -4.009820
C 1.198266 2.022429 -2.750965
C 2.103374 1.775256 -1.578784
H -4.057578 -1.476146 -1.706128
H -2.912307 -2.115186 -0.512490
H -2.563908 -2.225902 -2.254453
H 0.472675 0.456446 1.102422
H 1.027608 0.797943 2.726385
H 2.182546 0.804934 1.392966
H 2.249850 2.981573 3.098336
H 2.850650 5.153976 3.853773
H 1.537557 6.324564 3.703047
H 2.884808 6.373981 2.577104
H 0.581287 6.363008 1.109835
H -0.710229 6.186459 -0.723580
H -1.977516 5.008073 -0.457209
H -0.727019 4.738002 -1.694104
H -2.827568 3.165370 -2.794672
H -2.983296 2.492487 -4.403386
H -2.403848 4.140824 -4.192678
H -0.867693 2.917396 -5.901161
H 0.991897 2.304654 -7.311514
H 2.401432 1.499245 -6.604796
H 2.304026 3.253848 -6.618101
H 2.834306 1.820264 -4.096420
H 2.983118 1.215902 -1.897042
H 1.623758 1.210662 -0.783402
H 2.443982 2.720030 -1.150507

Forces on atoms 1 to 2 (eV/Å):
Ta -0.144 -0.518 1.032
C 0.164 -0.051 -0.029

***

An isolated ion of composition C2H2N3OS and charge -1, computed with wB97M-V/def2-TZVPD.

For the strongest force on any atom, the calculation gives 0.0871 hartree/bohr. The HOMO energy comes out at -3.34 eV. Its molar mass is 116.1 g mol⁻¹. The orbital gap is 7.159 eV. As for the charge: -1. The relative energy (zero: lowest compared OMol25 entry of this formula, charge and spin) comes out at 38.1 kcal/mol.

Atoms and positions in Å:
C 2.293075 -1.386708 -0.054244
C 2.035110 0.861119 -0.114139
N 2.487706 -2.560490 -0.034877
N -0.073184 -0.412401 0.163139
N 1.291123 -0.283108 -0.338877
O 1.670630 2.005862 0.011124
S 3.621862 0.211252 0.094132
H -0.699704 0.083660 -0.377492
H 0.067353 -0.044679 1.115436

Forces on atoms 1 to 2 (eV/Å):
C -0.958 -0.525 -0.806
C 1.005 0.221 0.673